# 1
Here is an isolated ion of composition C6H9N4O5 and charge +1 at a distorted geometry from OMol25. Energies are from ωB97M-V/def2-TZVPD.

Geometry as ORCA input:
```
! RIJCOSX wB97M-V def2-TZVPD def2/J DEFGRID3
* xyz 1 1
C 0.90264 -0.81234 0.14542
C 2.46251 1.01016 -0.01749
C -2.65927 0.19609 0.01504
C -0.17646 0.23693 -0.28348
C 0.17524 1.60486 0.46365
C 3.25687 -1.25578 -0.00200
N 1.51220 1.90722 0.35112
N -1.44368 -0.35586 0.13877
N 2.14164 -0.32978 0.12182
N -2.88831 1.24571 -0.76939
O 0.51389 -1.92597 0.40088
O 3.58566 1.44638 -0.14456
O -3.61189 -0.33126 0.78618
O -0.14186 0.46599 -1.65801
O -0.62740 2.13824 1.18817
H 2.99274 -2.01554 0.70818
H 3.45171 -1.43412 -1.01344
H 4.07833 -0.62385 0.37098
H 1.66219 2.74874 0.87812
H -1.34223 -1.11788 0.86201
H -3.81288 1.47465 -0.84061
H -4.50219 0.14129 0.55729
H -0.49590 -0.34042 -2.10796
H -2.09389 1.60370 -1.22812
*
```

Computed properties:
M: 217.16 g/mol
relative energy (zero: lowest compared OMol25 entry of this formula, charge and spin): 0.0 kJ/mol
LUMO level: -3.74 eV
gap between HOMO and LUMO: 0.3797 Ha
SMILES: CN1C(=O)NC(=O)[C@](O)(NC(=[NH2+])O)C1=O
electronic energy: -22559.9868 eV

=====

# 2
Here is a 3-piece molecular cluster, C3H14N2O2 overall at a distorted geometry from OMol25. Energies are from ωB97M-V/def2-TZVPD.

Geometry as ORCA input:
```
! RIJCOSX wB97M-V def2-TZVPD def2/J DEFGRID3
* xyz 1 2
N -1.09009 -2.34572 -0.53898
C 0.34690 -2.16092 -0.59142
C 0.91262 -0.76947 -0.20475
N 0.08506 -0.23681 0.87120
C 0.36368 1.13205 1.03337
H -1.60994 -1.74791 -1.27061
H -1.34704 -1.98532 0.36871
H 0.75926 -3.00208 -0.01740
H 0.74988 -2.51116 -1.56161
H 1.99561 -0.78444 0.05787
H 0.77109 -0.18417 -1.22833
H 0.70360 -0.66877 1.70684
H 1.38154 1.07940 1.41643
H 0.25554 1.80182 0.14029
H -0.21005 1.65665 1.81795
H 0.97524 3.56629 -2.63928
H 0.93709 4.49270 -3.64301
O 1.56728 4.07751 -3.18891
H -1.85166 -0.26031 2.06400
H -3.24366 -0.34216 2.78449
O -2.45194 -0.80719 2.62317
*
```

Computed properties:
M: 110.16 g/mol
relative energy (zero: lowest compared OMol25 entry of this formula, charge and spin): 273.5 kJ/mol
LUMO level (alpha / beta): -3.38 / -9.17 eV
gap between HOMO and LUMO (alpha / beta): 0.3924 / 0.1797 Ha
expectation value of S²: 0.7552
electronic energy: -10402.0603 eV

=====

# 3
Here is a single C4H6O2S molecule at a distorted geometry from OMol25. Energies are from ωB97M-V/def2-TZVPD.

Geometry as ORCA input:
```
! RIJCOSX wB97M-V def2-TZVPD def2/J DEFGRID3
* xyz 0 1
C -0.06510 0.78032 0.48316
C -0.90338 1.02730 -0.73060
C 0.84006 -0.49934 0.53332
C 0.95653 -1.59336 -0.44832
O -2.82291 0.94050 0.89924
O 1.85468 -0.56578 -0.51489
S -2.49416 1.10600 -0.48550
H 0.73726 1.62708 0.60107
H -0.75150 0.96249 1.40264
H -0.42973 1.29198 -1.73376
H 0.24930 -1.74766 -1.31051
H 1.48597 -0.73829 1.37015
H 1.34299 -2.59125 -0.06598
*
```

Computed properties:
M: 118.16 g/mol
relative energy (zero: lowest compared OMol25 entry of this formula, charge and spin): 309.5 kJ/mol
LUMO level: -0.05 eV
gap between HOMO and LUMO: 0.3528 Ha
electronic energy: -19172.0989 eV

=====

# 4
Here is a 10-piece molecular cluster, C6H29NO9 overall at a distorted geometry from OMol25. Energies are from ωB97M-V/def2-TZVPD.

Geometry as ORCA input:
```
! RIJCOSX wB97M-V def2-TZVPD def2/J DEFGRID3
* xyz 1 2
C 0.99011 2.77105 -1.77729
C -0.17110 2.33273 -0.86831
C -0.43817 1.13629 -0.18410
N 0.39068 0.00500 -0.42693
C -1.05985 3.46064 -0.54739
C -2.32358 3.37207 -1.38326
C -3.52758 3.01589 -0.99794
H 1.16767 1.84789 -2.44028
H 0.72192 3.48482 -2.55629
H 1.83657 3.05885 -1.20159
H -1.38084 1.09596 0.50238
H 0.73665 -0.16427 -1.34960
H -0.14125 -0.95535 -0.26608
H -0.39721 4.43207 -0.82338
H -1.34108 3.60997 0.45971
H -2.01619 3.83058 -2.25822
H -4.31665 2.85248 -1.69268
H -3.88883 2.66488 -0.01416
H -1.61032 -0.85621 2.11472
H -2.41016 -1.07307 0.81189
O -1.57747 -1.33066 1.22411
H 1.51291 -0.42311 1.20094
H 1.81007 0.95723 1.68547
O 1.64804 0.01293 1.93636
H 2.90809 -1.75457 3.25726
H 4.07288 -2.41099 2.64458
O 3.26951 -2.64305 3.18788
H 0.94057 -4.10123 2.20141
H 2.38229 -3.95017 2.58752
O 1.79824 -4.67268 2.17212
H -1.45850 -3.22044 -0.75983
H -1.55199 -2.46287 -2.10888
O -2.01089 -2.57581 -1.33457
H 3.07434 -2.43058 -1.07534
H 1.83945 -1.64335 -0.52674
O 2.13941 -2.43827 -1.06217
H -3.25395 -0.30341 -0.66365
H -4.63556 -0.65695 -0.04874
O -3.89860 -0.18647 0.04293
H 2.49042 3.75530 1.15019
H 2.20267 2.80348 0.05533
O 2.80982 2.95615 0.80194
H 0.83976 -4.89522 0.11226
H 1.25797 -3.99705 -1.14465
O 0.56974 -4.31048 -0.63695
*
```

Computed properties:
M: 259.30 g/mol
relative energy (zero: lowest compared OMol25 entry of this formula, charge and spin): 321.9 kJ/mol
LUMO level (alpha / beta): -4.07 / -7.44 eV
gap between HOMO and LUMO (alpha / beta): 0.3151 / 0.1910 Ha
expectation value of S²: 0.7575
electronic energy: -26598.4615 eV

=====

# 5
Here is a 2-piece molecular cluster, CHFN2O3 overall at a distorted geometry from OMol25. Energies are from ωB97M-V/def2-TZVPD.

Geometry as ORCA input:
```
! RIJCOSX wB97M-V def2-TZVPD def2/J DEFGRID3
* xyz 0 1
C -0.73167 0.37498 -0.30634
N -1.12493 -0.83679 -0.48987
N 1.85027 0.10714 0.60353
O -1.30602 -1.74033 0.31341
O 1.87901 -1.03673 0.28598
O 1.04887 0.99870 0.47417
F -0.60889 1.03038 -1.38936
H -1.00664 1.10265 0.50849
*
```

Computed properties:
M: 108.03 g/mol
relative energy (zero: lowest compared OMol25 entry of this formula, charge and spin): 441.2 kJ/mol
LUMO level (alpha / beta): -2.22 / -1.16 eV
gap between HOMO and LUMO (alpha / beta): 0.2707 / 0.2988 Ha
electronic energy: -12885.3803 eV

=====

# 6
Here is C2H10N3OsS as an isolated structure at a distorted geometry from OMol25. Energies are from ωB97M-V/def2-TZVPD.

Geometry as ORCA input:
```
! RIJCOSX wB97M-V def2-TZVPD def2/J DEFGRID3
* xyz 1 5
C 1.43627 1.35760 0.22676
Os 0.12679 -0.15538 0.07506
N -1.31511 -1.81192 0.07726
N 0.15181 0.07550 -2.06420
H -2.25128 -1.51794 0.32953
H 1.43972 -1.07547 0.36339
H 2.00915 1.42919 1.15550
H 0.83320 2.29395 0.17126
H 2.16021 1.41836 -0.60255
H -0.71065 0.30101 -2.50573
H 0.49182 -0.72080 -2.58780
H 0.76695 0.81682 -2.38710
H -1.42333 -2.34304 -0.78506
H -1.08790 -2.51180 0.78482
S 0.04034 -0.36278 2.34014
C -0.98411 0.94463 2.62450
N -1.68389 1.86208 2.78422
*
```

Computed properties:
M: 298.42 g/mol
relative energy (zero: lowest compared OMol25 entry of this formula, charge and spin): 90.2 kJ/mol
LUMO level (alpha / beta): -3.88 / -6.56 eV
gap between HOMO and LUMO (alpha / beta): 0.2592 / 0.2591 Ha
expectation value of S²: 6.0199
electronic energy: -19998.3281 eV

=====

# 7
Here is C48H54BrN8O7RbSSb as an isolated structure from OMol25. Energies are from ωB97M-V/def2-TZVPD.

Geometry as ORCA input:
```
! RIJCOSX wB97M-V def2-TZVPD def2/J DEFGRID3
* xyz -1 1
Rb 0.12755 0.88473 0.59370
O 3.18158 0.68425 3.47554
C 3.19930 1.36489 4.58316
C 4.24826 1.24395 5.53095
C 4.26043 1.99217 6.69771
C 3.24179 2.90110 6.99587
C 2.19856 3.02943 6.08415
C 2.15002 2.27880 4.91822
C 0.97746 2.40051 3.97616
O 1.33078 2.19092 2.64139
N -0.04362 1.42421 4.40377
N -1.15885 1.31606 3.70192
C -2.11877 0.58275 4.11336
C -3.36823 0.43416 3.33843
Br -3.26572 1.10473 1.57237
C -4.42530 -0.19686 3.83776
C -5.76321 -0.57813 3.32768
C -6.55281 -1.35872 4.18092
C -7.82228 -1.78411 3.82008
C -8.34411 -1.43565 2.58073
C -7.57460 -0.66614 1.71804
C -6.30287 -0.24029 2.08175
H 2.03602 1.44347 2.73728
H 5.04598 0.54190 5.30542
H 5.08129 1.86683 7.39695
H 3.26322 3.48760 7.90579
H 1.38979 3.72785 6.28644
H 0.53129 3.39248 4.04945
H 0.07175 0.96091 5.29220
H -2.06155 0.03920 5.05542
H -4.25260 -0.52150 4.86261
H -6.15255 -1.63815 5.15052
H -8.40259 -2.38981 4.50679
H -9.33440 -1.76510 2.28863
H -7.96530 -0.39056 0.74450
H -5.73277 0.35672 1.38746
C -0.30820 6.90795 -0.63352
N -0.56511 6.04476 0.51839
C -1.32131 6.60165 1.63559
C -0.57136 4.72048 0.34751
N -0.60390 3.57048 0.21240
H 0.25715 7.78079 -0.30993
H -1.24014 7.24039 -1.09759
H 0.27664 6.36564 -1.36956
H -0.79783 7.47362 2.02456
H -1.39576 5.85860 2.42432
H -2.32750 6.89785 1.32760
O 3.03627 0.39110 -7.07185
S 3.03725 0.80972 -8.46526
O 2.45409 -0.15091 -9.38368
O 1.54576 2.18613 -8.44201
C 0.37009 1.76469 -8.09393
N -0.58162 1.58290 -9.04862
C -1.75263 1.12016 -8.62991
C -2.03773 0.80491 -7.30611
C -1.00474 1.04314 -6.41424
N 0.16884 1.51414 -6.78776
C -1.07274 0.76410 -4.94705
C 0.12391 0.64462 -4.27522
C 0.12458 0.44332 -2.91505
N -0.98977 0.36262 -2.18121
C -2.15411 0.45214 -2.83260
C -2.24626 0.64412 -4.20572
H -2.51123 0.97577 -9.39471
H -2.98896 0.38110 -7.02075
H 1.04585 0.72538 -4.83653
H 1.06305 0.35223 -2.37297
H -3.05488 0.38468 -2.22591
H -3.21988 0.74522 -4.66278
C 0.59032 -5.61775 0.74199
C 0.57578 -4.44742 -0.24143
Sb -1.09109 -3.07769 -0.17452
C -2.38464 -4.11988 -1.54619
C -2.09832 -5.60627 -1.78003
C -2.04547 -3.68693 1.66254
C -2.83181 -5.00170 1.67837
H 1.53691 -6.16404 0.68493
H -0.21077 -6.33172 0.53854
H 0.47759 -5.28240 1.77762
H 0.63008 -4.80354 -1.27376
H 1.44991 -3.81230 -0.08931
H -2.32091 -3.55765 -2.48106
H -3.39880 -3.96797 -1.16591
H -1.08996 -5.77316 -2.16471
H -2.79244 -6.03010 -2.51239
H -2.19554 -6.18888 -0.86113
H -2.70387 -2.84830 1.90464
H -1.26024 -3.68162 2.42456
H -3.58777 -5.03289 0.88897
H -3.35818 -5.13301 2.62914
H -2.18461 -5.86935 1.54349
C 3.23738 3.32132 -2.35972
O 4.31140 2.38335 -2.50706
C 3.89406 1.11446 -2.82046
C 3.32851 0.79823 -4.04514
C 2.98743 -0.51806 -4.32395
C 3.20730 -1.50192 -3.36282
C 3.76963 -1.17908 -2.13554
C 4.12314 0.13535 -1.86601
N 4.81047 0.55277 -0.68140
C 5.03000 -0.11029 0.45803
C 4.25422 -1.07538 1.06721
C 4.82101 -1.80994 2.17060
C 4.07140 -2.61830 2.94817
C 2.65050 -2.65568 2.73016
C 2.07079 -1.92781 1.75031
C 2.83096 -1.12451 0.81901
O 2.26958 -0.45949 -0.07771
H 2.62465 3.36041 -3.26003
H 3.68714 4.29488 -2.18647
H 2.60817 3.05325 -1.51076
H 3.16410 1.57538 -4.78518
H 2.54448 -0.76053 -5.28553
H 2.92451 -2.52872 -3.56535
H 3.92872 -1.94008 -1.38395
H 5.33997 1.39929 -0.81407
H 5.93055 0.20393 0.97759
H 5.88667 -1.71147 2.35551
H 4.51745 -3.17815 3.75946
H 2.02650 -3.23431 3.40451
H 0.99241 -1.91245 1.63720
*
```

Computed properties:
M: 1174.21 g/mol
relative energy (zero: lowest compared OMol25 entry of this formula, charge and spin): 118.1 kJ/mol
LUMO level: 1.54 eV
gap between HOMO and LUMO: 0.2355 Ha
electronic energy: -164975.7311 eV